No. 1
Below is 2 unconnected molecules or ions with the total composition CH2Cl3OP in a non-equilibrium geometry, with properties calculated with wB97M-V/def2-TZVPD.

```
8
Properties=species:S:1:pos:R:3
Cl -1.718 4.867 1.523
Cl -0.343 0.690 0.486
Cl -1.811 -3.464 0.707
P -1.619 2.065 1.163
O -2.526 1.591 2.175
C -0.882 3.608 0.927
H -2.981 -3.472 0.269
H -0.393 3.993 0.079
```

Output
LUMO ... -0.895 eV
Energy relative to the best compared isomer or geometry (same formula, charge and spin) ... 67.0 kcal/mol
E_tot ... -1836.441086 a.u.
E_HOMO ... -8.9981 eV
Maximum force ... 4.0 eV Å⁻¹

No. 2
Below is a single CH2Cl4P2 molecule in a non-equilibrium geometry, with properties calculated with wB97M-V/def2-TZVPD.

```
9
Properties=species:S:1:pos:R:3
Cl -0.705 0.672 1.924
Cl 1.660 1.765 0.229
Cl 1.696 -1.193 1.831
Cl -0.838 -2.558 0.754
P 0.849 -1.651 0.158
P 0.171 0.515 0.034
C -0.673 0.747 -1.378
H -0.950 1.831 -1.799
H -1.210 -0.129 -1.753
```

Output
LUMO ... -0.102 eV
Energy relative to the best compared isomer or geometry (same formula, charge and spin) ... 20.0 kcal/mol
E_tot ... -2562.801437 a.u.
E_HOMO ... -8.4588 eV
SMILES ... C=P(Cl)(Cl)P(Cl)Cl
Maximum force ... 3.2 eV Å⁻¹

No. 3
Below is a single CH2ClF molecule in a non-equilibrium geometry, with properties calculated with wB97M-V/def2-TZVPD.

```
5
Properties=species:S:1:pos:R:3
Cl 1.498 -0.588 -0.029
F -0.950 -0.897 -0.039
C -0.096 0.040 -0.006
H -0.245 0.895 -0.743
H -0.207 0.550 0.817
```

Output
LUMO ... 1.049 eV
Energy relative to the best compared isomer or geometry (same formula, charge and spin) ... 15.8 kcal/mol
E_tot ... -599.323118 a.u.
E_HOMO ... -10.9600 eV
SMILES ... FCCl
Maximum force ... 5.6 eV Å⁻¹

No. 4
Below is a molecular structure, CH2ClF in a non-equilibrium geometry, with properties calculated with wB97M-V/def2-TZVPD.

```
5
Properties=species:S:1:pos:R:3
Cl -0.491 1.123 -0.552
F 1.891 0.591 -1.094
C 0.721 -0.036 -0.889
H -1.411 -0.925 1.081
H -0.711 -0.754 1.454
```

Output
LUMO ... -0.725 eV
Energy relative to the best compared isomer or geometry (same formula, charge and spin) ... 82.1 kcal/mol
E_tot ... -599.217493 a.u.
E_HOMO ... -10.4248 eV
Maximum force ... 2.2 eV Å⁻¹

What is the LUMO in the second record?
-0.102 eV

Which of these has the lowest energy relative to the best compared isomer or geometry (same formula, charge and spin)?
number 3